{"formula": "C4H6N2O", "method": "wB97M-V/def2-TZVPD", "total_charge": 0, "energy_ev": -9270.8803, "fmax_ev_per_a": 0.94, "symbols": ["C", "C", "N", "C", "C", "O", "N", "H", "H", "H", "H", "H", "H"], "positions_angstrom": [[-1.02111, -1.25551, 0.45747], [-0.72447, 0.19525, -2.68703], [-0.25011, 0.80241, -1.79967], [0.36009, 1.31964, -0.67258], [0.71965, 0.45593, 0.29999], [1.43599, 0.80452, 1.40484], [0.36687, -0.88178, 0.21002], [-1.66760, -0.38204, 0.32131], [-1.15677, -1.62279, 1.48010], [-1.36093, -2.02848, -0.24207], [0.51478, 2.39242, -0.64632], [1.71050, 1.73261, 1.34198], [1.07311, -1.53218, 0.53196]], "forces_ev_per_angstrom": [[-0.24, -0.16, -0.05], [0.30, 0.62, 0.64], [-0.36, -0.46, -0.73], [0.06, -0.04, 0.20], [-0.15, -0.16, -0.33], [-0.04, 0.09, -0.20], [0.39, 0.29, 0.21], [0.22, -0.17, -0.01], [-0.05, 0.04, -0.06], [0.15, 0.16, 0.09], [-0.03, -0.18, 0.09], [-0.01, -0.26, -0.05], [-0.24, 0.23, 0.19]]}